{
  "formula": "C81H178F3N8O4",
  "method": "ωB97M-V/def2-TZVPD",
  "symbols": ["H", "H", "H", "H", "H", "H", "H", "C", "H", "N", "H", "H", "C", "H", "H", "H", "C", "C", "H", "H", "H", "H", "H", "H", "H", "H", "H", "C", "H", "H", "H", "N", "H", "C", "H", "H", "C", "H", "H", "H", "C", "C", "H", "H", "H", "H", "H", "H", "H", "H", "H", "H", "H", "C", "H", "H", "H", "H", "H", "H", "H", "H", "H", "H", "H", "H", "H", "C", "C", "H", "H", "H", "C", "H", "H", "C", "H", "H", "H", "C", "C", "H", "H", "C", "C", "H", "H", "C", "H", "C", "H", "H", "H", "H", "H", "H", "H", "C", "C", "H", "H", "H", "H", "C", "C", "H", "H", "H", "N", "H", "H", "H", "O", "C", "N", "C", "H", "O", "C", "H", "H", "F", "H", "H", "C", "H", "H", "H", "C", "C", "C", "C", "H", "H", "C", "C", "H", "H", "H", "H", "H", "C", "H", "H", "H", "C", "C", "C", "H", "C", "C", "H", "H", "H", "H", "H", "H", "H", "C", "H", "H", "H", "H", "H", "C", "H", "H", "C", "C", "C", "N", "H", "H", "H", "H", "C", "H", "H", "H", "H", "H", "H", "C", "C", "H", "H", "H", "H", "F", "H", "H", "C", "H", "H", "C", "H", "C", "C", "C", "C", "H", "H", "H", "C", "H", "H", "H", "O", "N", "C", "C", "C", "H", "H", "H", "C", "C", "H", "H", "C", "H", "C", "C", "H", "H", "H", "H", "H", "H", "H", "C", "C", "C", "H", "H", "H", "H", "H", "H", "H", "C", "C", "H", "H", "F", "C", "H", "N", "C", "H", "H", "C", "H", "H", "C", "H", "C", "N", "H", "C", "C", "H", "H", "O", "C", "C", "C", "C", "C", "H", "H", "H", "H", "C"],
  "coordinates": [[0.012, -11.106, 8.548], [-6.197, 1.191, -10.023], [-7.699, -2.618, 2.710], [4.435, 0.409, -6.134], [-6.794, -6.795, 0.232], [-8.352, -3.604, 1.353], [-1.441, 0.084, -6.518], [8.754, 1.349, 4.458], [2.555, 0.088, -8.420], [-5.685, -2.059, -9.229], [-2.786, -1.155, -0.625], [8.084, -2.942, 10.121], [-6.553, 7.506, 4.716], [1.750, 7.141, 0.952], [2.221, -9.915, 18.573], [-2.326, -10.989, 6.125], [-5.422, 8.541, -1.361], [-5.637, 7.746, 3.519], [-10.295, -2.096, 1.632], [-2.486, -8.434, 9.808], [-7.641, -5.233, 5.005], [-0.782, -11.322, 6.202], [-6.240, -1.785, -8.411], [0.136, 2.643, -6.507], [-3.745, -1.288, -8.661], [9.956, 0.245, -4.539], [-2.637, -1.126, -3.502], [5.845, 9.049, -1.466], [-10.924, -4.413, 1.700], [10.814, 2.262, 4.610], [-1.240, -10.350, 13.116], [3.869, 8.690, -2.876], [8.341, -1.223, 9.668], [6.517, -1.934, 9.238], [7.804, -0.712, 4.492], [5.347, 7.862, -3.957], [2.601, 8.270, -2.157], [-3.005, -3.517, -7.686], [4.158, 4.192, -10.820], [3.260, 1.572, -6.694], [-9.901, -4.738, 3.651], [-4.730, -6.760, 0.660], [-5.814, -2.624, 6.061], [-4.172, 9.615, 1.620], [-2.560, 0.237, -1.469], [-5.576, -0.961, -11.117], [-6.146, 9.002, -2.038], [-1.693, 1.809, -3.057], [6.400, -0.100, -5.760], [-3.318, -9.985, 9.820], [2.923, 8.538, -4.766], [-4.889, 0.424, -9.069], [4.042, -1.309, -9.435], [-6.336, 7.752, 2.155], [4.417, -0.643, -0.044], [7.878, 1.650, -4.871], [12.141, -1.193, 2.813], [7.451, -0.241, -7.220], [-3.834, 3.467, 1.572], [9.629, -0.499, -6.090], [-3.565, 7.151, 1.818], [-4.608, -4.162, -7.977], [5.950, -1.036, 8.934], [-10.109, -5.822, 3.727], [-7.139, 8.476, 2.101], [-10.056, -2.034, 3.337], [-0.881, -3.185, -0.951], [-0.993, -10.682, 8.683], [-0.696, -0.465, -0.845], [8.599, -0.826, -4.620], [1.891, -0.299, 0.125], [5.992, 2.198, -6.155], [-0.937, 0.878, -7.011], [-7.985, -2.152, 4.883], [6.788, 9.457, -1.898], [9.952, -1.697, 3.376], [-4.840, 10.626, -0.840], [9.281, -2.866, 5.052], [-8.638, -5.753, 1.571], [10.023, -2.019, 4.928], [9.140, -0.070, -5.199], [-0.375, -0.553, -3.456], [0.536, 1.256, -5.458], [7.812, -2.088, 9.484], [8.243, 1.026, -5.705], [7.772, 0.361, 5.950], [0.899, -9.632, 10.306], [5.213, 0.358, -8.927], [-1.764, -11.432, 8.614], [8.373, 0.024, 5.081], [-3.807, -9.407, 12.135], [6.754, 7.190, -2.212], [-0.178, -8.729, 11.319], [2.407, 4.398, -10.386], [11.021, -2.471, 5.289], [2.096, 7.526, -2.740], [-6.892, 6.845, 2.054], [4.444, -0.878, -8.531], [-3.499, 4.519, 1.424], [-0.359, -8.987, 7.542], [5.778, -2.723, 9.585], [1.570, -0.036, -2.330], [-2.379, -2.584, -2.543], [8.771, -2.350, 7.982], [-6.571, -5.573, 1.974], [-6.069, -2.937, -9.581], [-6.327, -4.709, 1.341], [-0.093, -8.387, 9.620], [5.022, 1.389, -7.832], [-4.805, 6.984, 3.541], [-8.665, 0.861, -8.799], [-0.102, 0.553, -7.670], [0.192, 1.322, -3.465], [-1.947, -10.642, 12.357], [0.144, -1.504, -1.626], [11.251, -1.880, 2.493], [3.520, 8.504, -0.213], [-4.540, -2.639, -6.606], [4.803, 7.578, -3.057], [5.573, 2.941, -9.181], [1.158, 8.696, 0.296], [-1.519, 4.299, -2.941], [2.007, 9.190, -2.092], [-2.106, -9.090, 7.772], [-0.076, -9.191, 10.345], [-6.461, -7.695, 1.653], [0.904, -6.081, -1.733], [5.855, 9.194, -0.373], [10.026, 1.789, 5.227], [3.799, -0.376, -0.851], [3.422, 4.163, -10.023], [-9.979, -2.652, 2.493], [0.312, -2.723, 0.061], [11.777, -2.837, 3.166], [9.426, -1.092, 7.388], [-8.537, -3.237, 2.372], [-3.572, -3.712, -5.252], [-5.077, -4.573, -5.838], [9.341, -3.211, 8.495], [-3.705, 7.142, 0.065], [6.986, 2.236, -7.696], [-5.907, 0.356, -9.431], [-6.598, 7.914, 6.760], [6.238, 0.066, -9.151], [2.745, -0.951, -7.053], [2.858, 7.824, -0.718], [-1.221, -11.198, 11.119], [-6.175, 7.779, -0.275], [-0.268, 0.473, -1.152], [5.774, 7.566, -1.887], [-10.778, -3.976, 2.700], [-4.871, 7.909, -2.022], [-5.843, 9.964, 1.155], [8.893, 0.926, 3.082], [2.571, 2.916, -8.554], [-5.175, 6.840, 6.246], [-6.417, -4.004, 6.835], [9.087, -1.863, 2.774], [-4.650, 5.429, 1.163], [4.006, 10.241, -1.282], [11.564, 0.180, 5.150], [-6.620, -4.249, 3.994], [4.123, 9.826, -4.682], [-0.517, -0.716, 0.209], [6.348, 1.641, -7.046], [4.861, 10.480, -2.812], [9.817, -0.630, 2.663], [-7.971, -5.710, 2.461], [1.546, 7.691, 0.037], [10.731, 0.558, 5.822], [-8.484, -4.480, 3.216], [-8.149, -6.474, 3.191], [-2.712, 4.396, 0.680], [-5.184, -3.107, -4.720], [1.236, -3.852, -2.621], [-7.900, -3.154, 5.336], [-2.409, -8.454, 12.284], [10.472, -1.112, 7.599], [4.833, 3.495, -7.717], [3.522, 1.518, -1.884], [-7.185, 8.182, -0.098], [-7.465, 8.146, 4.636], [4.766, 2.723, -8.465], [-6.187, -6.771, 1.154], [-4.437, -5.802, 0.173], [0.897, -5.472, -0.080], [-5.859, -5.537, 2.819], [-11.732, -3.775, 3.160], [-0.030, 3.280, -1.692], [-7.215, -2.468, 7.217], [3.724, 5.011, -9.413], [3.948, 1.122, -0.969], [-7.978, 1.283, -7.184], [4.306, 6.627, -3.145], [-5.860, 7.636, 6.028], [-0.513, -5.229, -1.045], [-7.577, -4.312, 4.427], [0.566, -5.234, -1.097], [-2.487, -9.440, 10.316], [-4.224, 6.917, 0.968], [7.957, -2.563, 7.309], [-3.051, 4.823, 2.372], [-5.301, 5.397, 2.021], [-1.385, -10.408, 6.249], [9.152, -0.174, 7.844], [-7.524, 2.090, -8.736], [4.992, -1.599, -7.987], [-6.721, 0.259, -8.307], [-1.172, -10.125, 10.115], [-4.054, -3.226, -7.822], [-4.599, -3.595, -5.532], [-6.052, -0.953, -10.123], [2.525, -1.890, -0.011], [-0.190, -2.308, -3.603], [-1.759, -12.016, 10.639], [-2.115, -0.724, -1.349], [3.433, 2.904, -9.197], [9.656, 2.503, 6.002], [5.015, 1.310, -1.061], [0.152, -2.894, -0.995], [3.295, 2.092, -9.930], [-0.802, 2.070, -3.691], [-1.221, -9.681, 7.552], [4.280, -0.734, -1.798], [11.054, -1.978, 1.341], [0.781, 7.184, -0.600], [3.630, 1.680, -0.092], [-5.271, 5.008, 0.320], [-4.054, -6.905, 1.471], [-5.202, 8.548, 5.969], [-4.212, -2.257, -8.920], [7.029, 0.440, -6.477], [3.366, 9.315, -4.139], [5.447, 6.814, -1.131], [-5.136, 8.646, 3.786], [-10.070, -4.342, 4.672], [-8.867, -3.335, 5.784], [8.766, 1.672, -6.368], [1.917, -1.577, -2.694], [-3.832, -2.645, -9.883], [-2.032, -1.533, -2.670], [-6.760, -3.043, 6.418], [-0.184, -11.506, 11.268], [-7.094, -1.140, -10.391], [0.519, 4.073, -3.575], [4.621, 9.782, -2.037], [-1.644, 1.435, -7.590], [9.535, -0.780, 5.753], [-7.784, 1.157, -8.220], [11.082, 0.467, 6.835], [3.404, 6.859, -0.783], [-0.292, 1.757, -5.979], [2.071, -3.660, -1.131], [-2.673, -11.350, 12.682], [-4.933, 9.381, 0.868], [-6.269, 6.699, -0.419], [-0.566, -1.514, -2.948], [-5.391, 7.939, 1.004], [-3.529, 9.438, -0.735], [1.123, -3.861, -1.526], [1.602, -1.020, -1.855], [-7.019, 6.499, 4.713], [-4.584, -7.558, -0.082], [-1.257, 2.250, -4.936], [-2.724, -9.408, 11.840], [2.422, -0.950, -0.584], [3.933, 0.808, -6.993], [-0.459, 3.530, -2.924], [-4.595, 9.605, -0.582], [4.739, 0.714, -9.791], [2.607, 10.036, -3.817], [7.968, 2.152, 4.417], [-1.257, -9.822, 5.387], [3.272, -0.325, -7.756]],
  "atomic_forces_ev_per_a": [[-0.4, -0.1, 0.6], [0.1, 0.6, -0.8], [-0.4, 0.2, -0.4], [0.1, -0.2, 0.6], [-0.1, 0.1, 0.3], [0.0, 0.5, 0.2], [-0.3, -1.1, 0.2], [1.2, -1.7, -4.8], [-0.8, 0.3, -0.7], [0.2, 0.2, 0.5], [0.1, -0.7, 0.4], [0.0, 0.5, -0.3], [-1.9, -1.1, -1.0], [-0.4, -0.1, 0.1], [0.0, 0.0, 0.0], [-0.2, 1.1, 0.4], [-1.0, 0.9, 0.2], [0.5, -1.3, 0.2], [0.0, 0.1, -0.5], [0.2, -1.0, 0.7], [0.0, -0.1, -0.1], [1.0, 0.5, -0.1], [0.2, -0.3, 0.7], [-0.3, -0.3, 0.5], [-0.4, -0.5, -0.3], [-0.2, 0.4, -0.2], [0.5, 0.1, 0.5], [0.7, 0.3, 0.4], [0.0, -0.3, 0.5], [-0.8, 0.1, 0.2], [0.0, -0.2, 0.4], [-1.7, 1.2, 1.2], [1.1, 2.1, 1.3], [-6.7, -0.4, 0.3], [0.2, 0.6, 0.1], [0.0, -0.5, -0.2], [0.7, 1.3, 1.5], [0.1, 0.1, -0.3], [-0.2, -0.4, -0.4], [-0.5, 0.8, 0.4], [-0.8, -0.7, 0.8], [-0.5, 0.2, -0.6], [-0.5, 0.5, -0.2], [0.0, -0.2, -0.3], [-0.3, 0.9, -0.7], [0.5, -0.4, 0.6], [0.0, 0.1, 0.3], [-0.6, -0.2, -0.2], [0.1, -0.1, -0.3], [0.8, -0.2, 0.2], [0.0, 0.1, 0.1], [0.4, 0.6, -0.1], [0.3, -0.6, -0.3], [0.6, 0.1, 1.3], [1.0, -0.7, 1.0], [0.0, -0.1, -0.2], [-2.1, -0.3, -1.2], [-0.3, -0.1, 0.0], [-0.1, 0.7, 0.1], [-0.2, -0.4, 0.5], [-0.2, 0.2, -0.4], [0.0, 0.1, -0.4], [1.0, -0.3, 0.0], [0.3, 0.5, -0.3], [0.3, 0.7, -0.1], [-0.1, 0.9, 1.3], [-0.5, -0.5, -0.8], [-0.5, 0.3, 0.1], [0.7, -2.3, 0.0], [-0.1, -0.1, -0.4], [0.1, 0.1, -0.2], [0.3, 0.3, -0.7], [1.0, 0.6, 0.0], [0.1, -0.5, -0.3], [-0.8, 0.0, 0.5], [1.8, 3.9, -3.7], [0.0, 0.1, -0.2], [0.6, 1.2, 0.3], [0.2, -0.5, 0.7], [-1.1, 0.5, -1.1], [0.9, -0.4, -0.2], [0.6, 0.0, 0.5], [-0.5, 0.1, -0.1], [3.7, -1.5, -0.8], [-1.1, -0.3, 1.1], [-0.1, -0.8, -0.2], [0.3, -0.8, -0.1], [0.6, -1.2, 0.6], [-0.1, -0.6, -0.1], [-1.2, -1.0, 2.4], [0.9, -0.4, -0.7], [-0.3, 0.3, 0.0], [-0.1, 0.0, 0.3], [0.6, -0.2, -0.1], [-1.3, 1.4, -0.6], [-0.2, -0.4, -0.4], [0.1, -1.0, -0.4], [-1.3, 0.1, -0.6], [0.7, -1.4, 0.9], [-0.4, -0.3, -0.3], [1.1, 0.8, -0.7], [-0.7, 0.3, 0.4], [0.0, 0.7, 0.2], [-0.7, -0.4, 0.5], [1.8, -0.2, 0.5], [0.0, 0.0, 0.0], [-0.6, 0.2, 0.3], [-0.2, 0.0, -0.2], [1.8, 0.0, -1.0], [-0.9, 0.5, -0.1], [-0.1, -0.6, 0.4], [-0.7, -0.2, 0.2], [2.6, -2.4, 0.1], [0.1, 0.8, -1.0], [1.0, 0.7, -0.6], [2.6, -3.2, 3.3], [0.2, 0.3, 0.3], [-0.5, -0.3, -0.8], [1.4, 0.0, -0.5], [-0.1, -0.4, 0.2], [0.1, -0.5, -0.1], [-1.0, 1.7, 0.8], [-0.1, -0.3, -0.3], [-0.1, 0.2, -0.1], [0.3, 1.4, 0.7], [0.3, -0.2, 0.3], [-0.2, 0.7, 0.3], [0.3, -0.2, -0.5], [0.2, 0.1, 0.3], [0.2, 0.4, -1.4], [-0.1, 1.3, 0.3], [0.9, -2.2, -0.3], [0.6, 0.1, 0.4], [-1.2, 1.5, -3.1], [1.2, -1.3, -0.9], [0.0, 0.2, -0.6], [0.6, -0.7, 0.7], [0.5, 1.0, 0.3], [-0.2, 1.4, -2.1], [0.4, -0.1, -0.8], [-0.1, -0.1, 0.1], [0.1, -0.9, 0.9], [0.0, -0.6, 0.8], [0.2, 0.8, 0.2], [0.1, -0.5, 0.1], [0.2, -1.3, -1.0], [0.6, -0.9, 0.4], [-0.4, -0.7, 0.0], [-0.1, 0.6, 0.0], [-0.1, -0.6, 0.4], [0.2, 1.2, -0.8], [0.8, -0.5, 0.0], [0.7, -0.4, -0.2], [0.1, 2.0, 4.1], [-0.2, -0.2, 0.6], [-0.1, -0.7, 0.4], [-0.7, 0.0, -0.1], [-1.0, -2.4, 0.5], [-1.2, 0.6, -1.8], [-0.5, 0.0, 0.0], [-1.1, 0.4, 0.7], [1.3, 0.3, -0.1], [0.9, 0.3, -0.3], [-0.2, 0.5, -0.2], [-1.8, -0.4, 0.7], [0.4, 0.7, 0.1], [0.3, -0.6, 3.7], [-1.3, 2.0, -0.9], [-0.4, 0.3, -0.4], [-0.6, -2.7, -2.2], [0.0, -0.4, 1.1], [0.2, -0.9, -0.2], [-0.1, 0.7, -0.3], [0.4, -0.5, -0.6], [-0.3, 0.2, 0.2], [1.2, 0.4, 0.5], [0.5, -0.4, -0.2], [0.8, -0.4, 0.2], [0.1, 0.1, 0.6], [-0.5, 0.2, 0.0], [0.4, 0.0, 0.0], [0.9, 0.0, 0.2], [-1.0, 0.7, -0.9], [-0.1, -0.4, -1.8], [-0.4, -0.5, 0.3], [0.0, 0.0, -0.1], [-0.3, 0.0, -0.3], [-0.4, -0.1, -0.1], [-0.2, 0.5, 1.3], [0.5, 0.2, 0.3], [-0.2, 0.3, 0.3], [0.3, 0.5, -0.2], [-0.5, 0.3, 0.7], [-0.5, -0.1, -0.4], [1.0, 2.7, -0.4], [-0.3, -0.1, -0.3], [-1.2, 0.2, -0.2], [1.2, -0.9, 0.2], [-1.6, 1.5, -0.6], [-0.8, -0.1, 1.5], [0.0, -1.2, -0.1], [0.3, -0.1, -0.1], [-0.2, -0.1, 0.4], [-0.8, -2.7, 0.4], [-1.1, 1.0, 0.1], [0.2, 0.2, 0.7], [0.7, -0.7, 0.6], [0.4, -0.8, 1.0], [-0.1, 0.3, -1.9], [-0.1, -0.9, 1.9], [-0.9, 0.5, -0.5], [-0.6, 0.1, -2.9], [-0.1, 0.1, -0.7], [0.0, -0.1, 0.4], [0.0, -0.1, 0.3], [-0.4, 0.3, 0.0], [0.4, -1.1, -1.0], [0.7, -0.5, -0.4], [0.2, 0.1, 0.0], [-0.9, 2.7, 0.8], [-0.1, 0.0, 0.4], [-0.9, 2.3, 5.2], [0.4, 0.6, 1.0], [-0.6, -0.5, 0.8], [0.7, -0.1, 2.5], [0.5, 0.2, 0.7], [-0.4, 0.0, 0.0], [0.6, 0.7, 0.6], [0.6, -0.2, 0.6], [-0.5, -0.6, 0.2], [-0.4, 0.6, -1.3], [1.1, 0.1, 0.3], [-0.8, -0.4, 0.3], [0.1, 1.0, -0.2], [0.4, 1.2, -0.4], [0.3, -0.1, -0.7], [0.0, 0.0, 0.6], [0.7, 0.6, -0.5], [1.0, -1.4, -0.4], [0.3, 0.3, 0.6], [-0.8, -1.0, 0.6], [-0.7, -0.7, -0.2], [-0.2, -0.2, 0.3], [-0.2, 0.2, 0.3], [2.0, 2.1, -1.0], [0.6, -1.5, -1.1], [-0.5, 0.3, -0.5], [1.7, 1.9, 0.9], [-0.5, 1.0, -1.6], [-0.1, 0.7, 0.3], [-0.5, 0.3, 0.4], [0.0, 1.7, 0.8], [1.5, 0.0, 0.6], [-0.1, -0.7, 0.7], [-1.0, 0.3, 1.4], [-0.1, 0.3, -0.3], [0.5, 0.3, -1.4], [-0.2, -0.4, -0.5], [0.0, 0.2, -0.2], [-1.4, -1.7, -1.4], [-1.5, 0.8, 0.5], [0.3, 0.2, -0.4], [0.0, 0.2, 0.3], [0.7, -0.5, -4.5], [-0.6, 0.7, 0.1], [-0.3, -0.3, 0.3], [0.0, 0.0, 0.3], [-1.1, -4.8, -2.7], [0.5, -0.8, -0.3], [-0.3, 0.8, -1.2], [0.2, -0.1, -0.4], [0.7, -1.2, 0.3], [0.3, 0.8, -1.0], [0.7, 0.9, 0.7]],
  "lowdin_charge": [0.16, 0.13, 0.13, 0.11, 0.12, 0.13, 0.05, -0.18, 0.10, 0.07, 0.10, 0.12, -0.28, 0.08, 0.03, 0.10, -0.12, -0.19, 0.12, 0.14, 0.15, 0.09, 0.17, 0.12, 0.14, 0.08, 0.13, -0.12, 0.13, 0.13, 0.12, -0.27, 0.07, -0.03, 0.12, 0.14, -0.13, 0.14, 0.09, 0.12, -0.11, -0.10, 0.08, 0.14, 0.09, 0.16, 0.13, 0.13, 0.12, 0.15, 0.12, 0.12, 0.13, -0.12, 0.09, 0.12, 0.08, 0.13, 0.09, 0.09, 0.13, 0.13, 0.06, 0.15, 0.14, 0.09, 0.12, -0.10, -0.05, 0.08, 0.12, 0.15, -0.08, 0.12, 0.14, -0.28, 0.13, 0.13, 0.16, -0.09, -0.10, 0.11, 0.09, -0.26, -0.26, 0.13, 0.12, -0.08, 0.13, -0.17, 0.14, 0.12, 0.12, 0.10, 0.16, 0.13, 0.13, -0.13, -0.11, 0.12, 0.08, 0.11, 0.11, -0.08, -0.23, 0.19, 0.13, 0.10, -0.18, 0.12, 0.10, 0.08, -0.18, -0.10, -0.18, -0.15, 0.10, -0.21, -0.12, 0.15, 0.09, 0.15, 0.14, 0.10, 0.01, 0.12, 0.10, 0.13, -0.17, -0.26, -0.09, -0.10, 0.13, 0.12, -0.10, -0.08, 0.07, 0.11, 0.14, 0.12, 0.14, -0.19, 0.08, 0.15, 0.12, -0.23, -0.10, -0.10, 0.11, -0.15, -0.12, 0.11, 0.16, 0.19, 0.10, 0.07, 0.08, 0.06, -0.23, 0.13, 0.13, 0.10, 0.10, 0.13, -0.11, 0.12, 0.13, -0.10, -0.08, 0.03, -0.23, 0.14, 0.08, 0.10, 0.12, -0.20, 0.12, 0.09, 0.13, 0.07, 0.15, 0.13, -0.13, -0.26, 0.08, 0.08, 0.12, 0.13, 0.12, 0.08, 0.08, -0.11, 0.09, 0.14, -0.11, 0.06, -0.14, -0.07, -0.12, -0.07, 0.07, 0.08, 0.09, -0.10, 0.11, 0.10, 0.11, -0.19, -0.29, -0.22, -0.08, -0.11, 0.11, 0.14, 0.14, -0.13, -0.24, 0.13, 0.07, -0.15, 0.12, -0.62, -0.24, 0.13, 0.11, 0.09, 0.08, 0.13, 0.06, 0.10, -0.08, -0.19, 0.02, 0.11, 0.10, 0.14, 0.10, 0.10, 0.12, 0.16, -0.14, -0.07, 0.15, 0.15, 0.16, -0.04, 0.07, -0.11, -0.07, 0.09, 0.11, -0.21, 0.09, 0.12, -0.09, 0.12, -0.14, -0.22, 0.11, -0.22, -0.10, 0.12, 0.08, -0.04, -0.13, -0.17, -0.09, -0.65, -0.13, 0.11, 0.12, 0.12, 0.06, -0.13],
  "total_charge": 7,
  "energy_ev": -115062.445
}